Here is the molecule C5H9N at a distorted geometry from OMol25. Energies are from wB97M-V/def2-TZVPD.

CARTESIAN COORDINATES (ANGSTROEM)
C 1.4257 -0.5548 -0.3148
C 0.3263 0.1720 0.4787
C -0.0929 1.4689 -0.2554
C -0.8760 -0.7776 0.7701
C -1.7077 -0.8900 -0.4302
N -2.3043 -0.8712 -1.4207
H 1.5194 -1.6058 -0.0213
H 2.4012 -0.0809 -0.1601
H 1.2195 -0.5280 -1.3912
H 0.7380 0.4519 1.4560
H 0.0916 1.3927 -1.3331
H 0.4710 2.3363 0.1012
H -1.1566 1.6967 -0.1403
H -1.5133 -0.4288 1.5949
H -0.5420 -1.7814 1.0663

Properties
gap between HOMO and LUMO	12.31	eV
energy above the lowest of the compared OMol25 structures with the same formula, charge and spin	20.67	kJ/mol
SMILES string	CC(C)CC#N
HOMO	-11.435	eV
LUMO energy	0.9	eV
multiplicity	1

Results of the natural (NBO) charge analysis, in e, for atoms 1 through 8: number 1, C, carries -0.61; number 2, C, carries -0.20; number 3, C, carries -0.62; number 4, C, carries -0.51; number 5, C, carries 0.29; number 6, N, carries -0.34; number 7, H, carries 0.21; number 8, H, carries 0.22



Here is the molecule C4H5NO2 at a distorted geometry from OMol25. Energies are from wB97M-V/def2-TZVPD.

CARTESIAN COORDINATES (ANGSTROEM)
O -0.8633 -1.5380 0.5051
C -1.3130 -0.5177 0.0312
C -0.3672 0.2952 -0.8433
C 0.2803 1.0832 0.3184
N 0.9986 0.0191 1.0500
C 1.1222 -0.8787 0.1638
O 0.6750 -0.6185 -1.1256
H -2.2272 -0.0716 0.4352
H -0.7391 0.8021 -1.7467
H 1.2313 1.5139 0.0394
H -0.3952 1.7444 0.8821
H 1.5976 -1.8334 0.2904

Properties
gap between HOMO and LUMO	9.93	eV
energy above the lowest of the compared OMol25 structures with the same formula, charge and spin	276.81	kJ/mol
SMILES string	O=C[C@H]1CN=CO1
HOMO	-9.163	eV
LUMO energy	0.8	eV
multiplicity	1

Results of the natural (NBO) charge analysis, in e, for atoms 1 through 8: number 1, O, carries -0.49; number 2, C, carries 0.39; number 3, C, carries -0.05; number 4, C, carries -0.31; number 5, N, carries -0.48; number 6, C, carries 0.39; number 7, O, carries -0.49; number 8, H, carries 0.14



Here is a structure of composition C20H17AsN3O2ReS7 from OMol25. Energies are from wB97M-V/def2-TZVPD.

CARTESIAN COORDINATES (ANGSTROEM)
Re 1.5724 0.2132 0.4783
O -2.4789 -2.1959 3.5217
C -1.3417 -2.2359 4.2363
C -1.4198 -2.7940 5.5114
C -0.2941 -2.8754 6.2978
C 0.9443 -2.4027 5.8473
C 1.0314 -1.8459 4.5977
C -0.1046 -1.7533 3.7678
C 0.0175 -1.1642 2.4559
O 1.2327 -0.6409 2.1229
N -0.9228 -1.0796 1.5882
N -0.5050 -0.4601 0.3962
C -1.4585 -0.5314 -0.4889
S -1.3443 0.1785 -2.0707
C -2.7431 -0.7430 -2.7640
C -3.7831 -0.8632 -1.6694
S -2.9450 -1.3528 -0.1415
H -2.3109 -1.7837 2.6600
H -2.3780 -3.1586 5.8537
H -0.3715 -3.3151 7.2834
H 1.8193 -2.4782 6.4759
H 1.9782 -1.4764 4.2307
H -2.3965 -1.7184 -3.1022
H -3.1097 -0.1733 -3.6165
H -4.5085 -1.6423 -1.9001
H -4.3114 0.0753 -1.5079
C -1.2559 2.9349 0.2767
C -0.0186 2.8739 -0.5539
C 0.1544 3.8390 -1.6500
C 0.6333 3.6060 -2.8913
C 1.0947 2.3128 -3.4304
C 0.7190 1.8563 -4.6990
C 0.9272 0.5313 -5.0594
C 1.4142 -0.4016 -4.1403
C 1.8187 0.0561 -2.8990
S 2.0060 -1.0490 -1.5039
C 1.7635 1.4116 -2.6158
N 0.8621 1.9573 -0.3169
H -2.1083 2.5638 -0.2967
H -1.4653 3.9749 0.5290
H -1.1566 2.3520 1.1899
H -0.2914 4.8089 -1.4648
H 0.5559 4.4236 -3.5998
H 0.2259 2.5289 -5.3896
H 0.6348 0.1961 -6.0452
H 1.4335 -1.4558 -4.3838
S 4.0508 -1.5580 -1.6679
As 5.0282 -0.7135 0.0669
S 2.3708 1.9800 -1.0906
S 3.7872 0.3370 1.3907
S 6.9475 -1.1490 0.1810

Properties
gap between HOMO and LUMO	5.72	eV
net charge	+2
HOMO	-12.991	eV
LUMO energy	-7.3	eV
multiplicity	1

Results of the natural (NBO) charge analysis, in e, for atoms 1 through 8: number 1, Re, carries 0.77; number 2, O, carries -0.65; number 3, C, carries 0.46; number 4, C, carries -0.29; number 5, C, carries -0.12; number 6, C, carries -0.25; number 7, C, carries -0.13; number 8, C, carries -0.28



Here is a cluster of 2 separate species, C3H8S in total at a distorted geometry from OMol25. Energies are from wB97M-V/def2-TZVPD.

CARTESIAN COORDINATES (ANGSTROEM)
C 0.6675 -1.1216 -0.5485
C -0.3719 0.0462 -0.6454
S -0.7539 -0.3682 2.7362
C -0.1532 1.1712 0.3227
H 1.6638 -0.7455 -0.7655
H 0.7409 -1.4822 0.4772
H 0.3222 -1.9132 -1.2090
H -0.3239 0.2547 -1.7240
H -1.3402 -0.3829 -0.4092
H 0.8436 1.6075 0.4371
H -0.5792 0.8711 1.3129
H -0.7157 2.0630 0.0154

Properties
gap between HOMO and LUMO	6.63	eV
energy above the lowest of the compared OMol25 structures with the same formula, charge and spin	356.73	kJ/mol
HOMO	-9.511	eV
LUMO energy	-2.9	eV
multiplicity	1

Results of the natural (NBO) charge analysis, in e, for atoms 1 through 8: number 1, C, carries -0.60; number 2, C, carries -0.42; number 3, S, carries -0.16; number 4, C, carries -0.48; number 5, H, carries 0.20; number 6, H, carries 0.22; number 7, H, carries 0.21; number 8, H, carries 0.22



Here is a structure of composition C45H33F3IrNO3P2S6 at a distorted geometry from OMol25. Energies are from wB97M-V/def2-TZVPD.

CARTESIAN COORDINATES (ANGSTROEM)
Ir 0.9530 0.0462 1.2113
S -0.2530 3.8640 0.5865
P -0.8695 2.2677 -0.4171
C -0.8382 0.7315 0.4606
P -1.7395 -0.7008 0.4537
S -0.4586 -1.9709 1.3474
C -3.2973 -0.6411 1.4262
C -3.5726 -1.6398 2.3587
C -4.7337 -1.5954 3.1188
C -5.6351 -0.5548 2.9541
C -5.3663 0.4453 2.0301
C -4.2033 0.4015 1.2772
C -2.3350 -1.3718 -1.1392
C -1.7210 -2.4829 -1.7059
C -2.1578 -2.9839 -2.9253
C -3.2172 -2.3806 -3.5850
C -3.8380 -1.2721 -3.0234
C -3.4005 -0.7718 -1.8080
C -0.2087 2.0813 -2.1041
C 0.1359 0.8364 -2.6087
C 0.5821 0.7180 -3.9201
C 0.6879 1.8427 -4.7232
C 0.3627 3.0941 -4.2111
C -0.0822 3.2133 -2.9053
C -2.6183 2.7086 -0.8432
C -3.1712 2.4578 -2.0948
C -4.4602 2.8844 -2.4052
C -5.2144 3.5593 -1.4603
C -4.6721 3.8146 -0.2040
C -3.3864 3.3997 0.0968
H -2.8614 -2.4427 2.5052
H -4.9277 -2.3710 3.8494
H -6.5378 -0.5166 3.5514
H -6.0548 1.2711 1.8982
H -3.9945 1.2006 0.5850
H -0.8922 -2.9483 -1.1945
H -1.6636 -3.8457 -3.3571
H -3.5650 -2.7756 -4.5316
H -4.6687 -0.7966 -3.5305
H -3.8988 0.0859 -1.3817
H 0.0797 -0.0366 -1.9725
H 0.8575 -0.2567 -4.3054
H 1.0316 1.7481 -5.7466
H 0.4650 3.9775 -4.8298
H -0.3200 4.1850 -2.4881
H -2.5940 1.9290 -2.8426
H -4.8658 2.6928 -3.3915
H -6.2139 3.8997 -1.7027
H -5.2518 4.3472 0.5404
H -2.9476 3.6164 1.0626
F 0.9722 0.7296 6.9076
C 0.7994 1.9032 6.2568
F -0.5070 2.0241 6.0080
F 1.1249 2.8740 7.1416
C 1.6489 1.9836 5.0226
C 2.8570 2.6448 5.0677
C 3.6772 2.6913 3.9417
C 3.2328 2.0695 2.7947
N 2.0660 1.4269 2.7578
C 1.2773 1.3409 3.8250
S -0.0755 0.3502 3.4535
H 3.1609 3.1329 5.9839
H 4.6322 3.1954 3.9587
H 3.8095 2.0718 1.8819
O 3.0712 2.4755 -1.2781
C 2.7973 1.6936 -0.4002
O 1.6102 1.5761 0.1252
H 3.5768 1.0412 0.0379
O 1.6854 -1.0070 -0.4173
C 2.7502 -1.9345 -0.5075
C 2.2865 -3.1190 -1.3580
C 1.2792 -3.9876 -1.0537
C 1.0615 -4.9676 -2.0575
C 1.9186 -4.8259 -3.1087
S 2.9745 -3.5100 -2.8816
C 3.9848 -1.2948 -1.1348
C 5.2619 -1.2403 -0.6524
C 6.1230 -0.4502 -1.4632
C 5.4705 0.0761 -2.5381
S 3.8320 -0.3698 -2.5683
C 3.1252 -2.4684 0.8599
C 3.3877 -3.7135 1.3288
C 3.6002 -3.7340 2.7492
C 3.4885 -2.5062 3.3159
S 3.1896 -1.3172 2.1133
H 0.7200 -3.9172 -0.1330
H 0.3077 -5.7404 -1.9958
H 1.9780 -5.4217 -4.0052
H 5.5732 -1.7405 0.2540
H 7.1672 -0.2765 -1.2467
H 5.8652 0.7230 -3.3044
H 3.4193 -4.5891 0.6972
H 3.8018 -4.6328 3.3142
H 3.5692 -2.2238 4.3524

Properties
gap between HOMO and LUMO (alpha / beta)	6.38 / 6.08	eV
expectation value of S²	0.756
energy above the lowest of the compared OMol25 structures with the same formula, charge and spin	312.78	kJ/mol
net charge	-1
HOMO (alpha / beta)	-4.299 / -4.216	eV
LUMO energy (alpha / beta)	2.1 / 1.9	eV
multiplicity	2

Results of the Löwdin charge analysis, in e, for atoms 1 through 8: number 1, Ir, carries 1.03; number 2, S, carries 0.24; number 3, P, carries 0.45; number 4, C, carries -0.69; number 5, P, carries 0.50; number 6, S, carries 0.41; number 7, C, carries -0.30; number 8, C, carries -0.10



Here is a cluster of 2 separate species, H4NS in total at a distorted geometry from OMol25. Energies are from wB97M-V/def2-TZVPD.

CARTESIAN COORDINATES (ANGSTROEM)
N -0.2928 -1.1998 1.1541
H -0.4111 -1.6583 0.1003
H 0.6670 -0.9815 1.3792
H -0.7488 -0.3000 0.9706
S 0.4154 2.3261 -1.1663
H 0.3703 1.8134 -2.4379

Properties
gap between HOMO and LUMO	7.00	eV
energy above the lowest of the compared OMol25 structures with the same formula, charge and spin	49.16	kJ/mol
net charge	-1
HOMO	-2.487	eV
LUMO energy	4.5	eV
multiplicity	1

Charge distribution, natural (NBO) scheme, values in e: number 1, N, carries -1.10; number 2, H, carries 0.36; number 3, H, carries 0.36; number 4, H, carries 0.38; number 5, S, carries -1.08; number 6, H, carries 0.08



Q: multiplicity of number 4 (C3H8S)?
A: 1